1.
The following is a DFT calculation (ωB97M-V/def2-TZVPD) of a cluster of 9 separate species, C38H55BrF3NO28 in total at a distorted geometry.

CARTESIAN COORDINATES (ANGSTROEM)
C -0.4133 -5.8137 -1.9715
C 1.0051 -6.4026 -1.9805
C 1.8466 -5.9492 -0.7755
C 1.4782 -6.6439 0.5493
N 0.5550 -5.9353 1.4447
C 1.0782 -4.9335 2.3510
C 2.4344 -5.2695 3.0154
O 0.1070 -4.9391 3.4572
C 0.1358 -3.7514 4.0886
O -0.1857 -3.6383 5.2213
C 0.5758 -2.6590 3.1314
C 1.5344 -1.6297 3.7437
C 0.8736 -0.7404 4.8158
C -0.1667 0.2141 4.1903
O 1.9191 -0.0043 5.4765
C 0.9647 -3.4448 1.8502
Br 2.5840 -2.8015 0.9947
C -0.1221 -3.2216 0.7864
O -1.3614 -3.6759 1.3291
C -2.4648 -3.6021 0.5776
F -3.3761 -2.8593 1.1779
F -2.9923 -4.7908 0.3941
F -2.2427 -3.0758 -0.6215
H -0.3552 -4.7267 -2.1127
H -1.0268 -6.2136 -2.7848
H -0.9162 -6.0064 -1.0152
H 1.5046 -6.0714 -2.8966
H 0.9519 -7.5002 -1.9800
H 1.8227 -4.8605 -0.6802
H 2.8906 -6.2209 -0.9903
H 2.4017 -6.9404 1.0677
H 0.9724 -7.5825 0.2846
H 0.0196 -6.5919 2.0010
H 3.2738 -4.7139 2.5948
H 2.6592 -6.3338 2.8956
H 2.3805 -5.0641 4.0873
H -0.3719 -2.1328 2.9311
H 2.4009 -2.1232 4.2040
H 1.8915 -0.9574 2.9516
H 0.4109 -1.3524 5.5894
H -1.1818 -0.0226 4.5279
H -0.1768 0.1572 3.0953
H 0.0302 1.2448 4.5032
H 2.2244 0.6682 4.8497
H -0.1714 -2.1388 0.5989
H 0.1242 -3.7154 -0.1542
C 1.3807 -2.9208 -5.7977
C 2.8578 -2.8695 -6.1419
O 3.3568 -4.0510 -5.4960
C 2.3379 -4.9222 -5.3542
O 2.4497 -6.0622 -5.0258
O 1.1585 -4.3276 -5.6472
H 0.7372 -2.5262 -6.5792
H 1.1534 -2.4297 -4.8497
H 3.0325 -2.9565 -7.2145
H 3.3696 -1.9941 -5.7520
C 4.9795 3.6538 5.4527
C 4.6159 2.4063 4.6686
O 3.4185 2.8144 3.9969
C 3.4194 4.1677 3.9009
O 2.6389 4.7868 3.2512
O 4.4146 4.6926 4.6422
H 6.0485 3.8083 5.5658
H 4.5012 3.6818 6.4326
H 5.3646 2.1447 3.9196
H 4.4142 1.5425 5.2979
C 0.4488 -6.2120 -9.8857
C 1.0960 -6.1929 -8.5152
O 1.8743 -4.9867 -8.5785
C 1.3175 -4.1625 -9.4900
O 1.6297 -3.0184 -9.6319
O 0.3716 -4.8041 -10.1961
H -0.5500 -6.6393 -9.8869
H 1.0568 -6.7030 -10.6421
H 0.3697 -6.0921 -7.7074
H 1.7427 -7.0433 -8.3228
C -0.8014 5.7803 3.9818
C -0.4799 4.6178 3.0651
O -1.5031 3.6645 3.4251
C -2.5387 4.3310 3.9603
O -3.6027 3.8460 4.2160
O -2.2196 5.6204 4.1849
H -0.5854 6.7474 3.5439
H -0.3030 5.6991 4.9489
H -0.5983 4.8788 2.0131
H 0.5055 4.1977 3.2233
C -6.7734 5.0897 5.3941
C -6.6645 5.8453 4.0850
O -7.8263 6.6935 4.1351
C -8.1773 6.8652 5.4272
O -8.9734 7.6696 5.8047
O -7.4821 6.0283 6.2225
H -5.8113 4.8514 5.8379
H -7.3735 4.1838 5.3052
H -5.7731 6.4701 4.0404
H -6.7047 5.2135 3.2051
C -0.4540 10.9046 1.9515
C -1.2982 10.1913 0.9146
O -0.5287 9.0007 0.6683
C 0.2517 8.7682 1.7439
O 0.9020 7.7826 1.9144
O 0.2133 9.8125 2.5970
H -1.0424 11.4622 2.6740
H 0.3015 11.5541 1.5056
H -2.2696 9.9081 1.3132
H -1.4253 10.7474 -0.0101
C 5.2423 -7.6747 -12.2242
C 5.8857 -8.4656 -11.0984
O 4.8411 -8.4950 -10.1190
C 3.6614 -8.3180 -10.7454
O 2.5931 -8.4457 -10.2319
O 3.8518 -7.9640 -12.0341
H 5.5511 -7.9879 -13.2173
H 5.3909 -6.5995 -12.1166
H 6.1181 -9.4910 -11.3890
H 6.7706 -7.9963 -10.6786
C -6.7195 9.6970 3.9747
C -6.7369 11.1600 4.3773
O -5.3541 11.5238 4.2373
C -4.7775 10.6685 3.3700
O -3.6829 10.7935 2.9131
O -5.6008 9.6472 3.0817
H -7.6189 9.3636 3.4674
H -6.5188 9.0364 4.8181
H -7.3289 11.7731 3.6966
H -7.0643 11.3313 5.3984

Cartesian forces (eV/Å) of the 3 atoms listed first:
0.2 0.0 0.1
-0.3 0.4 0.2
0.2 -0.4 -0.1

## Properties
- Energy: -177314.989 eV
- SMILES: CCCCN[C@]1(C)OC(=O)[C@@H](C[C@H](C)O)[C@]1(Br)COC(F)(F)F.O=C1OCCO1.O=C1OCCO1.O=C1OCCO1.O=C1OCCO1.O=C1OCCO1.O=C1OCCO1.O=C1OCCO1.O=C1OCCO1
- Largest force on an atom: 1.18 eV Å⁻¹

These are the Mulliken partial charges, in e, on atoms 1 to 2: C -1.02; C -0.22

=====

2.
The following is a DFT calculation (ωB97M-V/def2-TZVPD) of an isolated molecule of C16H25N3O5S2 at a distorted geometry.

CARTESIAN COORDINATES (ANGSTROEM)
C 3.9020 2.8347 -0.9100
H 3.4620 3.5952 -1.5511
H 4.5539 3.3281 -0.1911
H 4.5098 2.1811 -1.5305
C 2.8096 2.0509 -0.1860
C 1.9650 2.9930 0.6709
H 1.5277 3.7801 0.0598
H 1.1581 2.4394 1.1479
H 2.5745 3.4553 1.4453
C 3.4053 0.9471 0.6962
C 3.8694 -0.2891 -0.0810
N 2.7573 -1.0951 -0.5324
C 2.2161 -2.0376 0.2476
O 2.6790 -2.4559 1.2945
C 0.9034 -2.5834 -0.3114
O 0.5943 -2.5287 -1.4877
N 0.1508 -3.1442 0.6573
C -1.2531 -3.3822 0.4718
H -1.6118 -4.1186 1.1925
H -1.3897 -3.7573 -0.5446
C -2.0421 -2.0568 0.6668
N -1.6537 -1.0711 -0.3063
S -0.5384 0.0800 0.0353
O 0.1640 -0.2969 1.2248
O 0.1948 0.3984 -1.1507
C -1.5438 1.4788 0.4355
C -1.9360 1.8987 1.6689
C -2.7956 3.0164 1.6049
C -3.0394 3.4084 0.3259
S -2.2197 2.4271 -0.8255
H -3.6518 4.2213 -0.0100
H -3.2082 3.5015 2.4704
H -1.6030 1.4253 2.5736
C -2.1661 -1.2230 -1.6510
C -3.6840 -1.3796 -1.5769
C -4.0058 -2.4948 -0.5816
H -5.0788 -2.5601 -0.3915
H -3.6546 -3.4592 -0.9698
O -3.4301 -2.2334 0.6904
H -4.0898 -1.6220 -2.5578
H -4.1307 -0.4478 -1.2251
H -1.8717 -0.3310 -2.2038
H -1.6971 -2.0872 -2.1352
H -1.7756 -1.6459 1.6482
H 0.5143 -3.0309 1.5954
H 2.1773 -0.7473 -1.2853
H 4.4700 -0.0097 -0.9490
H 4.4633 -0.9268 0.5788
H 2.6494 0.6132 1.4097
H 4.2501 1.3498 1.2593
H 2.1490 1.5918 -0.9262

Cartesian forces (eV/Å) of the 3 atoms listed first:
-0.2 -0.2 0.0
0.0 0.1 -0.1
0.1 0.1 0.1

## Properties
- Energy: -53376.483 eV
- SMILES: CC(C)CCNC(=O)C(=O)NC[C@@H]1OCCCN1S(=O)(=O)c1cccs1
- Largest force on an atom: 1.08 eV Å⁻¹
- Energy relative to the best compared isomer or geometry (same formula, charge and spin): 0.000 eV

These are the Mulliken partial charges, in e, on atoms 1 to 2: C -1.63; H 0.41

=====

3.
The following is a DFT calculation (ωB97M-V/def2-TZVPD) of a structure of composition C8H15BrCaCl2CsF13KN3NaO10P2S2 at a distorted geometry.

CARTESIAN COORDINATES (ANGSTROEM)
N -3.6319 2.9550 -3.0005
C -2.3689 2.2289 -2.5737
C -1.5636 3.0036 -1.3321
O -2.4510 3.3892 -0.2247
C -0.2609 2.1058 -0.9040
P -0.5081 1.0113 0.6478
O -1.0126 1.9799 2.0493
O -1.7027 -0.2416 0.4698
N -1.2263 -1.3293 -0.1576
O -0.1873 -1.1090 -0.7570
H -4.3867 2.7850 -2.2766
H -3.9342 2.5754 -3.9423
H -1.6685 2.0654 -3.5010
H -2.6636 1.1559 -2.1419
H -1.1613 4.0191 -1.8093
H -2.9845 2.5674 0.0589
H 0.7419 2.7367 -0.7812
H -0.0696 1.3510 -1.8092
H 0.8222 0.5103 1.0210
H -1.4428 1.3771 2.7380
C 1.6916 -2.0793 2.3441
Cl 0.5195 -0.8410 2.8108
Cl 2.7565 -1.4953 1.0596
H 2.2963 -2.3431 3.2151
H 1.1542 -2.9613 1.9872
C -3.0911 -4.2332 0.8542
C -3.5092 -5.6693 1.1182
O -4.7524 -5.8566 1.2328
O -2.5554 -6.4940 1.1894
H -3.9590 -3.5687 0.8036
H -2.4347 -3.8841 1.6570
H -2.5529 -4.1720 -0.0964
Na -0.5268 0.2776 -3.0725
Br -3.7478 -0.3953 0.6138
Ca -1.8991 -4.5210 3.2840
F -5.1356 -3.1304 7.5708
P -4.1068 -4.2572 7.8855
F -3.4933 -4.0168 6.4750
F -5.5107 -4.9014 8.0895
F -3.1499 -3.1544 8.4305
F -3.5963 -5.6496 7.4109
F -3.7601 -4.6859 9.3434
F 3.2134 -0.6395 -1.0986
C 6.6294 1.9238 -5.5088
F 7.2477 0.7834 -5.9318
F 7.6234 2.7718 -5.1063
F 6.0823 2.4985 -6.6221
S 5.3937 1.6312 -4.1993
O 6.1601 1.0446 -3.0969
O 4.4154 0.7287 -4.8136
N 4.9457 3.1406 -4.0213
S 3.8215 3.3093 -2.9165
O 4.2339 3.0868 -1.5282
O 2.4947 2.7873 -3.2530
C 3.6489 5.1197 -3.0565
F 3.2792 5.5119 -4.3128
F 4.8186 5.7763 -2.7939
F 2.7187 5.6402 -2.2045
Cs 7.7878 4.7044 -5.4560
K -3.4910 -6.9236 9.9401

Cartesian forces (eV/Å) of the 3 atoms listed first:
0.7 -1.5 0.1
-0.5 -0.7 1.2
-0.1 1.1 -1.4

## Properties
- Energy: -243856.120 eV
- Largest force on an atom: 12.74 eV Å⁻¹
- Total charge: +1

These are the Mulliken partial charges, in e, on atoms 1 to 2: N -0.67; C -0.48

=====

4.
The following is a DFT calculation (ωB97M-V/def2-TZVPD) of a cluster of 10 separate species, C28H81ClN7O13 in total at a distorted geometry.

CARTESIAN COORDINATES (ANGSTROEM)
Cl 0.2739 0.4306 0.4768
O -1.1364 0.4305 0.1763
O 0.5347 -0.3003 1.7185
O 0.9983 -0.1207 -0.6308
O 0.6481 1.7917 0.6052
O 0.6103 1.5756 4.3578
H 0.6224 0.9569 3.6275
H -0.2926 1.5551 4.6747
O 1.8379 3.4696 2.5978
H 1.5242 3.0010 1.8244
H 1.5658 2.9241 3.3358
C -0.3391 7.0548 0.7390
C -0.9845 5.8600 0.0227
C -1.4243 4.5730 0.9073
O -2.5157 4.9928 1.7401
C -3.1495 4.0321 2.5511
N -2.1034 6.3080 -0.7948
H 0.0261 7.8402 0.0773
H 0.4560 6.6351 1.3552
H -1.0887 7.4715 1.4117
H -0.2557 5.4894 -0.6982
H -0.6008 4.2255 1.5311
H -1.7304 3.7598 0.2492
H -2.4181 3.5602 3.2072
H -3.7831 3.2813 2.0787
H -3.7812 4.5775 3.2523
H -2.5891 5.5639 -1.2749
H -2.8669 6.6594 -0.2347
C 3.5722 -3.2556 -4.1394
C 3.0237 -2.3344 -3.0662
C 3.8667 -1.0833 -2.8026
O 5.2320 -1.4095 -2.4554
C 5.9445 -0.3462 -1.8331
N 1.7440 -1.9202 -3.5570
H 4.5536 -3.5909 -3.8040
H 3.7975 -2.7038 -5.0520
H 2.8512 -4.0118 -4.4498
H 2.8545 -2.8663 -2.1300
H 3.3973 -0.4269 -2.0698
H 3.8622 -0.4463 -3.6870
H 6.9774 -0.6507 -1.6643
H 5.6430 -0.0833 -0.8191
H 6.1122 0.5022 -2.4966
H 1.0725 -2.6493 -3.3632
H 1.4675 -1.2160 -2.8880
C 6.1542 0.0253 4.7383
C 6.3366 -1.0390 3.6772
C 5.1553 -0.8622 2.7166
O 4.9212 -2.0334 2.0177
C 3.8445 -2.0598 1.0540
N 7.5843 -0.6547 3.0389
H 6.0667 1.0130 4.2856
H 6.9991 0.0812 5.4247
H 5.2290 -0.1202 5.2958
H 6.2790 -2.0471 4.0876
H 5.2936 -0.0432 2.0108
H 4.2086 -0.7165 3.2370
H 3.8954 -1.1361 0.4775
H 2.8609 -2.0509 1.5235
H 3.9334 -2.9025 0.3684
H 7.5862 -1.3080 2.2686
H 7.4443 0.2360 2.5836
C -0.9120 3.8898 -4.0487
C -1.8088 3.3771 -2.9510
C -3.3436 3.6860 -3.0942
O -3.9961 3.7321 -1.8352
C -4.2339 2.5544 -1.1107
N -1.6585 1.9024 -2.8988
H -0.9927 4.9439 -4.3141
H -1.2198 3.2974 -4.9103
H 0.1575 3.7145 -3.9321
H -1.4729 3.9183 -2.0664
H -3.7992 2.9708 -3.7791
H -3.6206 4.6786 -3.4493
H -4.8044 2.7651 -0.2061
H -3.3428 1.9774 -0.8635
H -4.8042 1.8888 -1.7586
H -0.6947 1.6863 -2.6881
H -2.1230 1.5944 -2.0565
C -0.8138 -3.4089 0.3455
C 0.2717 -3.8818 -0.6013
C 1.1476 -5.0611 -0.1113
O 0.3393 -6.2517 0.0515
C 0.9493 -7.3274 0.5899
N -0.3320 -4.2030 -1.8974
H -1.3579 -2.5671 -0.0826
H -0.3276 -3.1332 1.2813
H -1.5991 -4.1226 0.5948
H 0.9080 -3.0135 -0.7723
H 1.6621 -4.7346 0.7924
H 1.8315 -5.3101 -0.9227
H 1.4716 -7.0626 1.5092
H 1.6855 -7.7577 -0.0890
H 0.2000 -8.0649 0.8775
H -1.1458 -3.6197 -2.0298
H -0.7106 -5.1320 -1.7797
C -3.7508 -2.2218 -5.1064
C -3.0201 -1.2452 -4.2696
C -2.2029 -1.8656 -3.1218
O -3.0128 -2.5790 -2.1675
C -3.8175 -1.7645 -1.2692
N -2.1815 -0.5133 -5.2273
H -4.4926 -2.7714 -4.5270
H -3.0611 -2.9713 -5.4946
H -4.2817 -1.6452 -5.8638
H -3.7557 -0.5089 -3.9458
H -1.7499 -1.0708 -2.5292
H -1.3859 -2.4813 -3.4980
H -4.2513 -2.4248 -0.5184
H -4.6102 -1.2168 -1.7789
H -3.2600 -1.0392 -0.6765
H -1.5269 0.0553 -4.7093
H -1.5584 -1.0642 -5.8002
C -1.8208 -1.6782 4.4487
C -2.9321 -0.9671 3.6949
C -2.7671 0.5485 3.6839
O -2.3995 1.2983 4.8945
C -3.3526 1.2530 5.9266
N -2.9664 -1.3810 2.2489
H -1.8469 -1.3000 5.4707
H -0.8800 -1.5221 3.9209
H -1.9996 -2.7528 4.4116
H -3.8619 -1.2302 4.1993
H -3.7308 0.9867 3.4243
H -2.1327 0.8692 2.8576
H -2.9503 1.8935 6.7115
H -3.5391 0.2201 6.2207
H -4.3355 1.5680 5.5762
H -3.7329 -0.9001 1.8002
H -2.1452 -0.9920 1.8081

Cartesian forces (eV/Å) of the 3 atoms listed first:
-0.8 -0.1 0.2
-0.5 -0.8 0.1
-0.1 0.3 -0.9

## Properties
- Energy: -79908.981 eV
- Largest force on an atom: 2.93 eV Å⁻¹
- Total charge: -2
- Expectation value of S²: 0.750
- Energy relative to the best compared isomer or geometry (same formula, charge and spin): 0.000 eV
- Multiplicity: 2

These are the Mulliken partial charges, in e, on atoms 1 to 2: Cl 1.99; O -0.82